This record from OMol25 describes C41H56N6PdS as an isolated structure in a non-equilibrium geometry. The level of theory is ωB97M-V/def2-TZVPD.

Last column: Löwdin charge in e.
CARTESIAN COORDINATES (ANGSTROEM)
Pd: 0.41 0.30 -0.29  0.918
C: -5.30 -1.95 -1.86  -0.080
C: -4.98 -1.32 -0.50  -0.192
C: -3.81 -0.39 -0.55  -0.147
C: -3.81 0.99 -0.55  -0.156
C: -4.98 1.91 -0.49  -0.196
C: -5.37 2.44 -1.87  -0.080
C: -2.43 1.40 -0.54  -0.240
C: -2.00 2.72 -0.49  0.060
C: -0.68 3.15 -0.41  -0.219
C: -0.27 4.53 -0.34  -0.129
C: -1.19 5.71 -0.35  -0.190
C: -1.61 6.09 -1.77  -0.081
C: 1.10 4.53 -0.28  -0.130
C: 1.51 3.15 -0.29  -0.221
C: 2.83 2.73 -0.23  0.067
C: 3.27 1.40 -0.22  -0.220
N: 2.46 0.31 -0.27  0.000
C: 3.27 -0.79 -0.24  -0.221
C: 2.84 -2.11 -0.27  0.059
C: 1.52 -2.55 -0.38  -0.231
N: 0.42 -1.74 -0.44  0.007
C: -0.68 -2.56 -0.51  -0.246
C: -2.00 -2.12 -0.54  0.042
C: -2.43 -0.80 -0.55  -0.238
N: -1.62 0.30 -0.54  0.016
C: -0.26 -3.93 -0.49  -0.155
C: 1.11 -3.93 -0.42  -0.137
C: 2.03 -5.10 -0.34  -0.189
C: 2.48 -5.39 1.09  -0.084
C: -1.17 -5.12 -0.51  -0.201
C: -1.69 -5.44 -1.92  -0.081
C: 4.65 -0.38 -0.18  -0.130
C: 4.64 0.99 -0.17  -0.129
C: 5.81 1.92 -0.14  -0.188
C: 6.14 2.45 -1.55  -0.081
C: 5.82 -1.30 -0.16  -0.189
C: 6.13 -1.84 -1.56  -0.083
N: 0.42 2.35 -0.38  -0.002
C: 2.03 5.71 -0.27  -0.187
C: 2.58 5.98 -1.67  -0.080
H: -6.13 -2.65 -1.76  0.072
H: -4.44 -2.49 -2.24  0.063
H: -5.58 -1.19 -2.58  0.071
H: -4.77 -2.12 0.22  0.107
H: -5.86 -0.77 -0.15  0.104
H: -4.75 2.76 0.16  0.108
H: -5.84 1.39 -0.06  0.104
H: -4.55 3.01 -2.31  0.068
H: -6.24 3.10 -1.80  0.072
H: -5.61 1.62 -2.54  0.070
H: -2.76 3.49 -0.50  0.103
H: -0.69 6.56 0.11  0.104
H: -2.08 5.48 0.25  0.108
H: -0.74 6.35 -2.37  0.065
H: -2.29 6.94 -1.75  0.070
H: -2.11 5.25 -2.25  0.068
H: 3.59 3.49 -0.17  0.101
H: 3.59 -2.88 -0.22  0.100
H: -2.76 -2.89 -0.56  0.102
H: 2.92 -4.92 -0.96  0.110
H: 1.54 -5.99 -0.74  0.106
H: 2.98 -4.52 1.52  0.069
H: 3.17 -6.23 1.11  0.071
H: 1.62 -5.63 1.72  0.065
H: -2.02 -4.93 0.14  0.101
H: -0.64 -5.99 -0.13  0.107
H: -2.24 -4.59 -2.33  0.065
H: -2.36 -6.30 -1.88  0.072
H: -0.87 -5.67 -2.59  0.077
H: 6.69 1.41 0.25  0.103
H: 5.60 2.77 0.51  0.109
H: 6.35 1.62 -2.22  0.068
H: 7.00 3.10 -1.52  0.071
H: 5.29 3.00 -1.96  0.064
H: 5.62 -2.14 0.51  0.109
H: 6.69 -0.77 0.22  0.104
H: 5.26 -2.34 -1.98  0.069
H: 6.96 -2.54 -1.53  0.070
H: 6.40 -1.02 -2.23  0.068
H: 2.85 5.52 0.42  0.109
H: 1.50 6.59 0.08  0.104
H: 3.13 5.11 -2.04  0.065
H: 3.25 6.84 -1.65  0.071
H: 1.77 6.18 -2.36  0.067
C: -1.53 -3.67 4.05  -0.071
C: -1.03 -3.34 2.65  -0.241
N: -0.28 -2.10 2.59  0.000
C: -0.78 -0.86 2.51  -0.826
S: 0.32 0.43 2.39  0.634
N: -2.09 -0.66 2.65  0.019
C: -2.73 0.63 2.63  -0.272
C: -3.12 1.06 4.04  -0.073
H: -2.08 -4.60 4.03  0.073
H: -2.18 -2.88 4.44  0.063
H: -0.69 -3.77 4.74  0.077
H: -1.87 -3.29 1.95  0.098
H: -0.36 -4.13 2.31  0.107
H: 0.72 -2.15 2.47  0.114
H: -2.69 -1.46 2.78  0.128
H: -3.62 0.57 2.00  0.108
H: -2.03 1.35 2.19  0.064
H: -3.78 0.32 4.49  0.068
H: -3.64 2.02 4.01  0.071
H: -2.23 1.17 4.66  0.072

**HOMO**: -6.41 eV
**Gap between HOMO and LUMO**: 5.721 eV
**Calculated total energy**: -2450.64889 hartree
**Largest force on an atom**: 1.744 eV Å⁻¹
**Charge**: 0

This record from OMol25 describes a 3-piece molecular cluster, C41H57Cl2N2O9 overall in a non-equilibrium geometry. The level of theory is ωB97M-V/def2-TZVPD.

Last column: Löwdin charge in e.
CARTESIAN COORDINATES (ANGSTROEM)
C: -0.72 -4.09 3.50  0.104
C: -0.58 -4.02 2.28  -0.062
C: -0.65 -3.40 0.85  -0.056
C: 0.48 -2.50 0.39  0.036
C: 1.68 -2.31 1.43  -0.665
O: 2.55 -3.22 1.43  -0.051
O: 1.75 -1.27 2.25  -0.131
C: 0.48 -1.83 -0.97  -0.100
C: 1.68 -0.91 -1.43  -0.160
C: 1.33 0.65 -1.51  -0.630
C: 1.00 1.15 -2.99  -0.125
Cl: 0.02 1.10 -0.30  0.587
C: -0.72 -2.13 -1.86  -0.057
C: -0.86 -1.51 -3.30  -0.142
C: -0.46 -2.15 -4.48  -0.010
C: -1.84 -3.02 -1.39  -0.003
C: -1.83 -3.71 -0.02  0.003
C: -3.02 -4.66 0.39  -0.237
O: -2.90 -5.68 1.05  0.090
C: -4.46 -4.16 -0.10  0.054
C: -5.68 -4.38 0.76  -0.140
O: -5.59 -5.02 2.00  -0.104
C: -6.14 -6.36 1.97  -0.222
C: -5.04 -7.48 2.33  -0.083
C: -6.99 -3.88 0.23  -0.093
C: -8.39 -4.04 0.94  -0.210
C: -8.39 -3.76 2.50  -0.112
C: -7.01 -3.15 -1.11  0.014
C: -5.78 -2.93 -1.94  -0.186
C: -5.94 -2.14 -3.32  -0.167
C: -6.45 -0.65 -2.90  -0.664
C: -6.47 0.36 -4.11  -0.141
Cl: -5.30 -0.11 -1.56  0.585
C: -4.47 -3.47 -1.44  -0.016
C: -3.13 -3.33 -2.26  -0.260
O: -3.11 -3.50 -3.47  0.055
H: -0.93 -4.17 4.60  0.050
H: 2.54 -1.00 -0.68  0.122
H: 2.10 -1.33 -2.41  0.123
H: 2.25 1.22 -1.16  0.085
H: 1.18 0.28 -3.70  0.061
H: 1.55 2.09 -3.29  0.068
H: -0.12 1.36 -3.04  0.052
H: -1.35 -0.49 -3.42  0.110
H: -0.85 -3.18 -4.76  0.068
H: 0.24 -1.60 -5.20  0.058
H: -6.54 -6.55 0.93  0.128
H: -6.95 -6.48 2.76  0.109
H: -4.18 -7.02 2.89  0.079
H: -4.64 -7.98 1.39  0.074
H: -5.52 -8.32 2.96  0.072
H: -9.13 -3.35 0.41  0.104
H: -8.81 -5.09 0.74  0.115
H: -8.00 -4.67 3.07  0.054
H: -9.47 -3.61 2.81  0.074
H: -7.74 -2.86 2.75  0.093
H: -7.99 -2.77 -1.51  0.102
H: -6.68 -2.64 -4.01  0.122
H: -4.93 -1.96 -3.80  0.107
H: -7.49 -0.81 -2.44  0.092
H: -7.17 1.21 -3.81  0.078
H: -5.45 0.85 -4.26  0.080
H: -6.90 -0.07 -5.06  0.079
C: 7.37 4.16 0.41  -0.108
O: 7.87 4.26 -0.92  -0.200
C: 8.45 3.05 -1.40  -0.214
C: 7.57 2.43 -2.49  -0.212
N: 6.33 1.90 -1.93  -0.045
C: 5.34 1.53 -2.94  -0.190
C: 4.78 2.65 -3.84  -0.223
O: 3.98 3.60 -3.15  -0.191
C: 4.71 4.64 -2.51  -0.095
H: 7.12 5.17 0.75  0.089
H: 6.47 3.56 0.44  0.064
H: 8.13 3.75 1.08  0.089
H: 8.65 2.34 -0.59  0.122
H: 9.41 3.32 -1.85  0.116
H: 8.13 1.62 -2.97  0.120
H: 7.38 3.21 -3.24  0.099
H: 5.92 2.60 -1.32  0.069
H: 4.49 1.09 -2.40  0.109
H: 5.75 0.74 -3.58  0.118
H: 4.11 2.17 -4.56  0.116
H: 5.56 3.14 -4.43  0.107
H: 5.62 4.90 -3.05  0.087
H: 4.94 4.37 -1.48  0.073
H: 4.06 5.52 -2.48  0.088
C: 1.75 6.30 5.22  -0.123
O: 2.00 4.99 5.69  -0.200
C: 0.95 4.06 5.39  -0.210
C: 1.40 3.05 4.34  -0.203
N: 1.56 3.67 3.03  -0.049
C: 2.24 2.82 2.05  -0.204
C: 3.69 2.42 2.34  -0.198
O: 4.61 3.51 2.30  -0.205
C: 4.71 4.25 3.49  -0.104
H: 2.50 6.96 5.64  0.084
H: 1.83 6.34 4.12  0.075
H: 0.76 6.65 5.53  0.084
H: 0.03 4.57 5.08  0.118
H: 0.74 3.53 6.32  0.117
H: 0.66 2.24 4.28  0.130
H: 2.35 2.61 4.69  0.104
H: 2.09 4.52 3.13  0.060
H: 2.23 3.37 1.10  0.113
H: 1.65 1.91 1.89  0.083
H: 4.00 1.74 1.54  0.121
H: 3.80 1.85 3.27  0.116
H: 4.55 3.64 4.39  0.090
H: 4.01 5.09 3.48  0.068
H: 5.72 4.68 3.55  0.082

**HOMO**: -4.73 eV
**Gap between HOMO and LUMO**: 6.265 eV
**Calculated total energy**: -3303.13398 hartree
**Largest force on an atom**: 4.286 eV Å⁻¹
**Charge**: -1